1.
{"formula": "C27H80N2O13", "method": "ωB97M-V/def2-TZVPD", "relative_energy_kj_mol": 294.8, "e_tot_ha": -2163.8889, "homo_energy_ev": -8.36, "spin_multiplicity": 1, "e_lumo_ev": 0.139, "orbital_gap_ev": 8.5, "symbols": ["C", "O", "H", "H", "H", "H", "C", "O", "H", "H", "H", "H", "C", "O", "H", "H", "H", "H", "C", "O", "H", "H", "H", "H", "C", "O", "H", "H", "H", "H", "C", "O", "N", "N", "H", "H", "H", "H", "C", "C", "C", "O", "H", "H", "H", "H", "H", "H", "H", "H", "C", "C", "C", "O", "H", "H", "H", "H", "H", "H", "H", "H", "C", "C", "C", "O", "H", "H", "H", "H", "H", "H", "H", "H", "C", "C", "C", "O", "H", "H", "H", "H", "H", "H", "H", "H", "C", "C", "C", "O", "H", "H", "H", "H", "H", "H", "H", "H", "C", "C", "C", "O", "H", "H", "H", "H", "H", "H", "H", "H", "C", "C", "C", "O", "H", "H", "H", "H", "H", "H", "H", "H"], "xyz": [[-1.04138, -3.76470, -0.50548], [0.20620, -3.22444, -0.54797], [-1.51079, -3.50149, -1.37744], [-1.72552, -3.13704, 0.17811], [-1.01991, -4.81424, -0.25514], [0.70893, -3.60837, -1.29185], [-2.87156, -2.08790, 2.43141], [-3.27201, -1.17331, 1.43844], [-3.53147, -2.94753, 2.59192], [-2.73253, -1.64011, 3.42385], [-1.87623, -2.53192, 2.31212], [-2.50780, -1.05357, 0.90385], [1.85865, 0.17397, -4.46899], [1.39285, 1.01906, -5.48896], [2.10506, -0.73849, -4.86746], [1.03884, 0.00010, -3.78518], [2.70671, 0.62937, -3.99471], [2.13035, 1.12018, -6.11726], [-0.04219, 0.41992, -0.19315], [-0.74551, -0.63762, 0.26312], [0.32277, 0.36008, -1.24145], [0.78057, 0.51647, 0.44036], [-0.58179, 1.29417, 0.01141], [-0.30492, -1.43550, -0.01144], [0.78539, -3.88374, 2.65535], [1.91299, -4.62788, 2.39079], [-0.09658, -4.45615, 2.79159], [0.73861, -3.08292, 1.97539], [0.99019, -3.48111, 3.64431], [1.65335, -5.56839, 2.32167], [-4.23841, 2.36915, 1.19437], [-4.54729, 3.69829, 1.37210], [-4.62712, 1.40735, 1.91573], [-3.33248, 2.05352, 0.28088], [-5.19382, 1.63364, 2.72263], [-4.28320, 0.45013, 1.78638], [-3.05892, 2.72414, -0.47530], [-3.02313, 1.05852, 0.10685], [2.72654, -1.03978, -1.24574], [3.00934, -1.62753, 0.13509], [3.61786, -3.05127, -0.12737], [3.81336, -1.03642, 0.87826], [3.56638, -1.37233, -1.90736], [2.81435, -0.00823, -1.19566], [1.83694, -1.45876, -1.60376], [2.06621, -1.64203, 0.71292], [4.51685, -2.90873, -0.72156], [2.98470, -3.67793, -0.71347], [4.00495, -3.50259, 0.80729], [4.25231, -1.61559, 1.51574], [-5.16696, -0.33204, -3.61978], [-4.13164, -0.20420, -2.45385], [-3.27790, -1.47607, -2.22151], [-3.33393, 0.73344, -2.58076], [-5.41231, -1.37172, -3.74585], [-4.80264, 0.04878, -4.56584], [-6.18385, 0.08737, -3.42529], [-4.54600, -0.16911, -1.46825], [-2.73834, -1.70209, -3.09091], [-3.91093, -2.37862, -2.02517], [-2.66273, -1.42031, -1.30814], [-2.75627, 0.55247, -3.29477], [3.79831, 0.22717, 4.71812], [2.74493, 0.67241, 3.71883], [1.77431, -0.46929, 3.35527], [2.17455, 1.77922, 3.92965], [4.65019, -0.40120, 4.26405], [3.18762, -0.34004, 5.39731], [4.24844, 1.05536, 5.22058], [3.23537, 0.87623, 2.72547], [1.14872, -0.17128, 2.45010], [1.11923, -0.53692, 4.12631], [2.25024, -1.45564, 3.22706], [1.74509, 1.76520, 4.76258], [-0.27845, 2.94143, -2.41197], [-0.73001, 3.98560, -1.42924], [-0.36967, 5.40601, -1.94340], [-1.92422, 3.98466, -1.13247], [-0.45054, 3.32543, -3.38837], [-0.92659, 2.05854, -2.30827], [0.78626, 2.61317, -2.26943], [-0.12233, 3.69730, -0.56043], [0.66365, 5.41845, -2.19868], [-0.63926, 6.19992, -1.29930], [-1.00382, 5.59028, -2.80918], [-1.99125, 4.32528, -0.22721], [3.00257, 2.66358, -0.12509], [2.57770, 3.41098, 1.07103], [2.48432, 4.91538, 0.77293], [1.45451, 3.08387, 1.52555], [2.26546, 2.71028, -0.92740], [3.43892, 1.72641, 0.16251], [3.97554, 3.05523, -0.47289], [3.50217, 3.25294, 1.65351], [2.43649, 5.27842, 1.80698], [1.67216, 5.07545, 0.04036], [3.40682, 5.33046, 0.35855], [1.56657, 2.35374, 2.07233], [-2.07804, 2.61003, 4.58287], [-1.83347, 1.08206, 4.53908], [-1.27428, 0.64858, 3.17414], [-0.98129, 0.71552, 5.40199], [-1.14886, 3.15759, 4.53951], [-2.43792, 3.07230, 5.48585], [-2.70250, 2.78820, 3.72757], [-2.74746, 0.59964, 4.78050], [-1.93063, 0.73541, 2.31079], [-0.96235, -0.34339, 3.09588], [-0.35824, 1.17779, 2.96291], [-1.27298, -0.15505, 5.79862], [1.01819, -3.95382, -5.30336], [1.16418, -3.36407, -4.01617], [-0.14497, -2.64728, -3.67017], [1.48935, -4.07226, -3.09011], [0.90340, -3.11153, -6.01320], [0.10496, -4.49050, -5.54555], [1.96836, -4.50021, -5.58417], [1.97528, -2.68081, -4.31550], [-0.09512, -1.99158, -2.69681], [-0.96881, -3.35786, -3.49061], [-0.38457, -1.87975, -4.46575], [2.37063, -4.40139, -3.32914]]}

---

2.
{"formula": "C27H84N18O13", "method": "ωB97M-V/def2-TZVPD", "relative_energy_kj_mol": 0.0, "e_tot_ha": -3042.9981, "homo_energy_ev": -8.14, "spin_multiplicity": 1, "e_lumo_ev": 0.091, "orbital_gap_ev": 8.2, "symbols": ["C", "C", "O", "H", "H", "H", "H", "H", "H", "C", "C", "O", "H", "H", "H", "H", "H", "H", "C", "O", "N", "N", "H", "H", "H", "H", "C", "O", "N", "N", "H", "H", "H", "H", "C", "O", "N", "N", "H", "H", "H", "H", "C", "O", "N", "N", "H", "H", "H", "H", "C", "O", "N", "N", "H", "H", "H", "H", "C", "O", "N", "N", "H", "H", "H", "H", "C", "O", "N", "N", "H", "H", "H", "H", "C", "C", "C", "O", "C", "N", "H", "H", "H", "H", "H", "H", "H", "H", "H", "H", "H", "C", "C", "C", "O", "C", "N", "H", "H", "H", "H", "H", "H", "H", "H", "H", "H", "H", "C", "C", "C", "O", "C", "N", "H", "H", "H", "H", "H", "H", "H", "H", "H", "H", "H", "C", "C", "C", "O", "C", "N", "H", "H", "H", "H", "H", "H", "H", "H", "H", "H", "H"], "xyz": [[-1.56362, -0.19699, 0.28575], [-0.85100, -1.51869, 0.57341], [0.57674, -1.33016, 0.66816], [-1.12891, 0.70183, 0.73589], [-2.61992, -0.26400, 0.54219], [-1.56301, 0.12728, -0.75655], [-1.17498, -2.07251, -0.31229], [-1.18531, -2.06823, 1.45222], [0.90129, -2.07761, 1.20885], [-3.66736, -3.20913, -1.68805], [-4.29799, -2.76529, -0.35411], [-4.85187, -1.46367, -0.52369], [-2.97663, -2.41124, -1.96088], [-4.47911, -3.17573, -2.41796], [-3.19933, -4.18986, -1.62897], [-3.43012, -2.76060, 0.30958], [-5.01993, -3.44025, 0.10730], [-5.73769, -1.48408, -0.89569], [-1.27682, -5.46619, 1.12695], [-0.75140, -4.69334, 0.31849], [-1.35058, -6.80211, 0.96615], [-1.92932, -5.04154, 2.22553], [-1.76403, -7.32705, 1.71405], [-0.75371, -7.23259, 0.28110], [-2.37087, -5.58462, 2.94129], [-1.75036, -4.05393, 2.35323], [0.54520, 2.66044, -3.21483], [0.31801, 2.78152, -4.41343], [-0.24645, 1.98414, -2.35638], [1.65381, 3.11682, -2.60998], [0.28477, 1.94787, -1.50041], [-1.08529, 1.49585, -2.60230], [1.80115, 2.91338, -1.63657], [2.36779, 3.52605, -3.18379], [2.06855, -4.20527, 2.24046], [1.31774, -3.22896, 2.44176], [1.77860, -5.13785, 1.34013], [3.28785, -4.35038, 2.83369], [0.86821, -5.03358, 0.87610], [2.37134, -5.90866, 1.09454], [3.69523, -3.48550, 3.16661], [3.76433, -5.07965, 2.33591], [4.62328, -1.28673, 4.06508], [5.28743, -2.20425, 3.55707], [3.28750, -1.09084, 3.81911], [5.14742, -0.26195, 4.72094], [2.89127, -0.25366, 4.22950], [2.79914, -1.86150, 3.39474], [6.10324, -0.20448, 5.02803], [4.74823, 0.66023, 4.65015], [-1.18140, -0.36451, -5.04040], [-1.66219, 0.55152, -5.68661], [-1.45673, -0.60138, -3.73710], [-0.29128, -1.26334, -5.56239], [-2.23774, -0.06061, -3.37137], [-0.80186, -1.06981, -3.12961], [0.11920, -1.88424, -4.88800], [0.11606, -1.14781, -6.47069], [-3.64110, 1.88762, -2.18098], [-3.55649, 1.24963, -3.22723], [-3.94308, 1.29336, -0.99294], [-3.27970, 3.17894, -2.09144], [-4.38451, 0.38533, -1.04390], [-3.85207, 1.74316, -0.10116], [-3.32531, 3.67752, -1.22301], [-2.98359, 3.65346, -2.92781], [-3.56673, -0.43957, 3.06053], [-3.41287, -1.56057, 3.53751], [-2.78680, 0.61122, 3.30695], [-4.69478, -0.10023, 2.37328], [-2.95758, 1.52223, 2.92541], [-1.91405, 0.34560, 3.73281], [-5.47632, -0.72149, 2.28620], [-4.77722, 0.83748, 2.02523], [2.76506, -3.52072, -2.39197], [1.34123, -3.55343, -2.99608], [0.79117, -5.00208, -2.96959], [-0.42073, -5.00306, -3.73796], [-1.21732, -6.11030, -3.39246], [0.38340, -2.75067, -2.26240], [3.24433, -4.48573, -2.56100], [2.76929, -3.41126, -1.30635], [3.28129, -2.69710, -2.88094], [1.36095, -3.25922, -4.04722], [0.63910, -5.23195, -1.91121], [1.49561, -5.71647, -3.40836], [-1.23486, -6.31787, -2.31641], [-0.89824, -7.03758, -3.87643], [-2.23953, -5.82105, -3.64030], [-0.57653, -3.00014, -2.47712], [0.49909, -2.99416, -1.28306], [3.83251, -0.61204, 0.41179], [3.43094, 0.61204, -0.43576], [4.26666, 0.75652, -1.72323], [5.61150, 0.53098, -1.45136], [6.51641, 0.89309, -2.47863], [1.98533, 0.64791, -0.64478], [4.82342, -0.75798, 0.83870], [3.63072, -1.52507, -0.15558], [3.10613, -0.57496, 1.22528], [3.65684, 1.57660, 0.03239], [4.08409, 1.75489, -2.13959], [3.88000, 0.07053, -2.49282], [6.37140, 1.95858, -2.66101], [6.46643, 0.20688, -3.32816], [7.46863, 0.64838, -2.00497], [1.89003, -0.10471, -1.32626], [1.54908, 0.28605, 0.19801], [2.22374, 2.21188, 2.30939], [2.02660, 2.63196, 3.80165], [0.79942, 3.49898, 4.02656], [1.13550, 4.71448, 3.33628], [0.34735, 5.81998, 3.78124], [2.00175, 1.43441, 4.65034], [3.12541, 1.60582, 2.22669], [2.37191, 3.06450, 1.65040], [1.35912, 1.60266, 2.03822], [2.87886, 3.27872, 4.01667], [0.52686, 3.68158, 5.07055], [-0.09871, 3.03517, 3.59697], [0.68126, 6.68192, 3.20490], [0.52910, 5.99524, 4.84342], [-0.71868, 5.69399, 3.57606], [1.87156, 1.67193, 5.63324], [1.06575, 1.04149, 4.53030], [-4.11401, 6.24179, -1.20635], [-3.16056, 6.97538, -0.22984], [-1.89279, 6.19964, 0.17516], [-2.17955, 4.99483, 0.86956], [-1.28166, 3.90478, 0.65245], [-2.89124, 8.30294, -0.79945], [-4.95158, 6.85010, -1.53510], [-4.34027, 5.26367, -0.78720], [-3.56800, 6.02336, -2.13080], [-3.73200, 7.08644, 0.69642], [-1.22798, 6.84056, 0.76678], [-1.27281, 6.00925, -0.71088], [-1.69807, 3.24079, -0.10350], [-1.12185, 3.38844, 1.60096], [-0.26580, 4.17629, 0.35463], [-2.06424, 8.13615, -1.37668], [-2.43217, 8.82969, -0.05556]]}